(1)
ORCA calculation (ωB97M-V/def2-TZVPD) on a structure of composition C13H15BBr27FNO4S at a distorted geometry.

Kohn-Sham gap (eV): 6.62
Net charge: -1
Electronic energy (eV): -1928781.755
LUMO energy (eV): 0.817

Positions of all 63 atoms, in Å:
Br1 0.20353 4.04422 1.37510
S1 -1.46380 0.19951 -1.02782
Br2 3.03613 5.53160 3.86900
O1 1.05311 -2.18509 -2.83052
Br3 3.77924 -4.54693 -5.58194
Br4 7.75004 -4.13588 -3.57294
Br5 -1.89617 4.22179 -0.98931
N1 4.20394 0.04928 -2.24420
Br6 -5.38038 5.39142 -0.34987
Br7 9.21879 -1.53339 -4.65620
H1 2.33846 -2.28514 -1.02332
Br8 2.28299 -3.55004 5.46313
H2 1.23700 -5.52579 4.42001
C1 2.39707 -4.19207 -4.28645
C2 -6.18388 3.64518 -0.48362
H3 -6.67612 3.59823 -1.44092
Br9 0.66250 -4.67136 -4.96826
H4 0.09412 5.61918 -0.52605
Br10 3.16129 -6.61089 5.52242
Br11 1.15234 3.14052 4.78429
C3 1.69477 -5.37253 5.38378
C4 5.65773 -3.76112 1.49168
Br12 -9.58522 6.75135 1.79812
H5 2.38876 -3.12648 -4.09008
H6 3.52265 3.58725 5.30612
C5 8.73049 -2.55812 -3.10244
Br13 10.27753 -2.97456 -2.03128
B1 1.96605 -1.46588 -1.87469
F1 4.45439 -0.37272 -0.04445
H7 -1.53705 1.43033 -1.51804
H8 -0.04169 -0.00678 -2.91979
Br14 0.35602 -5.73662 6.71760
H9 8.07788 -1.94609 -2.50350
Br15 -12.58630 6.02913 2.55171
Br16 7.31321 -4.32601 0.68530
C6 -11.26695 6.09080 1.15554
H10 -1.03870 -2.21043 -2.82920
O2 6.27714 -0.51916 -1.30037
C7 -0.06971 -0.48240 -1.94064
O3 3.67966 -1.59221 -3.77050
Br17 3.75507 2.53766 3.08108
C8 -0.07892 4.55845 -0.45341
H11 4.81532 0.25211 -3.02424
Br18 -7.53659 3.40916 0.86272
Br19 -12.55358 0.97525 3.22575
O4 1.16090 -0.35243 -1.31433
Br20 -11.08989 4.38361 0.28197
H12 -0.20838 -2.47963 -1.26556
H13 5.78994 -2.74328 1.82222
Br21 5.22735 -4.81174 3.04872
C9 2.95549 3.68263 4.39538
Br22 -10.15873 2.98313 3.77521
Br23 -9.54581 0.03296 2.77732
C10 3.29839 -1.06169 -2.73077
Br24 1.16231 3.67527 -1.62241
H14 -11.62287 6.78346 0.41131
Br25 2.76136 -5.04621 -2.61696
Br26 -4.87687 2.23951 -0.44052
C11 -10.77629 1.50484 2.71906
C12 5.05913 -0.30856 -1.24185
H15 -10.82501 1.84355 1.69812
Br27 4.23731 -3.75336 0.20979
C13 -0.19050 -1.94681 -2.21603

***

(2)
ORCA calculation (ωB97M-V/def2-TZVPD) on a cluster of 2 separate species, CH3OS in total.

Kohn-Sham gap (eV): 6.72
Net charge: -1
Electronic energy (eV): -13968.580
LUMO energy (eV): 4.020

Positions of all 6 atoms, in Å:
S1 -1.68276 -0.17271 -1.80923
O1 1.58167 0.78055 1.61056
H1 1.13534 -0.18713 -0.18761
H2 -1.67798 -1.34845 -1.11155
H3 -0.22075 0.54045 0.77525
C1 0.86448 0.38729 0.72256

***

(3)
ORCA calculation (ωB97M-V/def2-TZVPD) on a cluster of 2 separate species, C4H8O in total at a distorted geometry.

Kohn-Sham gap (eV): 10.48
Electronic energy (eV): -6323.357
LUMO energy (eV): 0.852

Positions of all 13 atoms, in Å:
H1 0.24814 0.15461 4.12351
H2 0.77038 2.03726 -0.26270
H3 -1.57037 -0.71718 -1.78875
C1 -0.48275 -0.79584 -1.89774
H4 1.07589 0.68423 -2.37162
H5 0.98457 0.16309 2.41793
C2 0.19352 -0.21197 3.08770
O1 -0.66498 -0.96220 2.71888
H6 -0.48348 0.82505 0.24883
H7 -0.17882 -1.58332 -1.19641
H8 -0.35454 -1.23464 -2.88996
C3 0.29668 0.45254 -1.63979
C4 0.16576 1.18836 -0.54989